[1]
This record from the OMol25 dataset describes a cluster of 4 separate species, C22H54BrN3O11S2 in total. The level of theory is ωB97M-V/def2-TZVPD.

Calculated values
HOMO-LUMO gap (eV): 8.737
E_HOMO (eV): -8.279
Strongest force on any atom (eV/Å): 0.41
DFT total energy (hartree): -5232.70598

Element x y z (Å)
C (3.86403, -1.00486, -1.02437)
C (-3.12598, -4.34906, 4.46611)
H (0.98503, 1.38326, 2.22207)
C (1.08348, -1.05530, -2.65721)
H (3.83731, 4.30261, -2.59750)
H (-4.64332, 1.24631, -2.95375)
O (0.96048, 0.14672, 4.60140)
C (-0.86915, 0.23827, 7.50678)
H (4.39022, -5.25345, -1.45390)
O (-3.18154, -0.85419, 8.11188)
H (2.85839, 0.16424, -3.05271)
H (0.35229, -1.11890, -1.84724)
S (-0.27216, -0.42604, 5.06714)
H (3.43416, -6.08721, -2.69498)
N (1.58843, -2.39945, -2.90875)
H (0.54267, -0.72118, -3.54696)
H (-5.45668, 0.01903, -4.67400)
C (-2.81420, 0.67363, -4.64628)
H (3.63409, -2.06522, -0.88372)
H (3.62632, -3.99096, -5.08507)
C (3.07087, -3.89714, -4.14744)
H (-2.18730, 0.99171, -2.64130)
O (-4.63820, 1.04968, -0.12795)
H (-1.81156, 0.42883, -5.00722)
H (4.49691, 3.56788, 1.47422)
O (-0.15214, -1.99078, 4.69343)
H (2.46933, 2.19291, -0.15777)
H (2.28119, -4.65490, -4.13927)
O (-0.13197, -0.66516, 6.70304)
O (-3.47557, -0.54264, -4.32347)
H (1.98416, 4.07246, 1.43225)
C (1.88132, 1.37648, 1.59502)
H (-2.91179, -5.33912, 4.06069)
O (4.32967, 1.52412, 1.81999)
H (-1.82231, -2.42790, 5.90191)
S (-2.67417, 0.21099, 7.29279)
H (0.29569, 3.61250, 1.17927)
H (-0.53142, 1.27273, 7.41180)
C (3.58471, -5.13455, -2.17661)
O (2.59562, 4.61558, -1.03513)
H (-5.07555, -1.71639, -4.70707)
H (-3.32533, -0.42208, -0.78957)
N (-4.01615, 2.03919, -3.02331)
C (1.27745, 4.43928, -0.52912)
H (2.01978, 0.35363, 1.24265)
H (4.48581, 2.55923, 0.01164)
C (-1.20629, -2.86815, 5.11062)
C (-4.39641, -0.23430, -0.66986)
H (-4.13147, -4.07173, 4.15471)
C (-2.08717, -3.33641, 3.96534)
C (3.08100, 1.72615, 2.46455)
H (-3.34767, 1.19487, -5.44739)
C (2.09110, 0.02154, -2.28016)
C (-4.71315, -0.72613, -4.97789)
C (-3.70199, 2.05147, -0.47955)
C (4.81303, 2.60774, 1.05548)
H (-4.59960, -0.67919, -6.06589)
O (3.97710, -4.11767, -3.07384)
C (1.29192, 3.59326, 0.72482)
H (-4.80308, -0.96477, 0.03012)
H (3.29724, -1.79040, -4.04549)
H (0.63599, 3.98006, -1.28988)
H (-5.06634, 3.17983, -1.65532)
H (-1.45926, -3.78169, 3.19404)
C (2.83195, 4.01819, -2.29050)
H (-2.82210, -0.18881, 6.00506)
H (3.07215, 1.05298, 3.32354)
C (2.46828, -2.51283, -4.06176)
H (2.77429, 2.92491, -2.24578)
H (3.02313, 2.74783, 2.86107)
H (-2.69050, 1.62684, -0.50299)
H (-4.88808, -0.38139, -1.63635)
H (-3.11363, -4.41084, 5.55817)
H (0.87607, 5.42939, -0.29440)
H (4.43208, -0.88923, -1.95220)
H (-3.38447, 3.64596, -1.86703)
H (2.08283, -2.72513, -2.08663)
O (2.69969, -0.19933, -1.02578)
H (4.47932, -0.67606, -0.18603)
C (-2.70352, 1.56198, -3.42654)
O (-3.12851, 1.56547, 7.40403)
Br (-2.93036, -1.79557, 3.12392)
N (1.63832, 2.21284, 0.42128)
H (-0.75239, -0.10102, 8.53773)
H (1.54170, 0.96263, -2.18425)
H (-2.07552, 2.42424, -3.67359)
H (-3.72291, 2.78627, 0.32972)
H (1.88509, -2.32517, -4.96891)
H (2.66292, -4.88105, -1.64123)
C (-4.05422, 2.78417, -1.77015)
H (-0.71356, -3.74359, 5.54611)
H (5.90272, 2.56142, 1.07058)
H (2.12135, 4.37557, -3.04390)

Atomic forces in eV per Å
C 0.0 0.1 0.1
C 0.0 0.0 0.0
H 0.0 0.0 0.0
C -0.1 -0.1 0.0
H 0.0 0.0 0.0
H 0.0 0.0 0.0
O -0.1 -0.2 0.2
C 0.3 0.1 0.2
H 0.0 0.0 0.0
O -0.1 0.0 0.0
H 0.0 -0.1 0.0
H 0.0 0.0 0.0
S 0.1 0.2 -0.3
H 0.0 0.0 0.0
N 0.1 0.0 0.0
H 0.0 0.0 -0.1
H 0.0 0.0 0.0
C 0.1 0.0 -0.1
H 0.0 0.0 -0.1
H 0.0 0.0 0.0
C 0.0 0.0 -0.1
H 0.1 0.0 0.0
O 0.0 0.0 0.0
H 0.0 0.0 0.0
H 0.0 0.0 0.0
O 0.0 0.1 0.0
H -0.1 -0.1 0.0
H 0.0 0.0 0.0
O -0.3 -0.2 0.1
O -0.1 0.0 0.1
H 0.0 0.0 0.0
C -0.1 0.0 -0.1
H 0.0 0.0 0.1
O 0.0 0.0 0.0
H 0.1 0.1 -0.1
S 0.1 -0.1 -0.1
H 0.0 0.0 0.0
H -0.1 -0.1 -0.1
C 0.1 0.0 0.0
O 0.0 -0.1 0.0
H 0.0 0.0 0.0
H 0.0 0.0 0.0
N 0.0 -0.1 0.1
C -0.1 0.0 0.0
H 0.0 0.0 0.0
H 0.0 0.0 0.0
C -0.1 -0.2 0.1
C 0.0 0.0 0.1
H 0.1 0.0 0.0
C 0.2 -0.2 0.1
C -0.1 -0.1 0.1
H 0.0 0.0 0.0
C -0.1 0.1 0.0
C 0.0 0.0 0.0
C 0.0 0.0 0.0
C 0.0 0.0 0.0
H 0.0 0.0 0.0
O 0.0 0.0 0.1
C 0.1 -0.1 0.0
H 0.0 0.0 0.0
H 0.0 0.0 -0.1
H 0.0 0.0 0.0
H 0.0 0.0 0.0
H -0.1 0.2 0.0
C 0.0 0.1 0.0
H 0.0 0.1 -0.1
H 0.0 0.0 0.0
C 0.0 0.0 0.1
H 0.0 0.0 0.0
H 0.0 0.0 -0.1
H 0.0 0.0 -0.1
H 0.1 0.0 0.0
H 0.0 0.0 -0.1
H 0.0 0.0 0.0
H 0.0 0.0 0.0
H 0.0 0.0 0.0
H 0.0 0.0 0.0
O 0.1 0.0 0.0
H 0.0 0.0 0.0
C -0.1 0.0 0.0
O -0.1 -0.1 0.1
Br -0.1 0.1 0.0
N 0.1 0.1 0.1
H 0.1 0.1 0.0
H 0.0 0.0 0.0
H 0.0 0.0 0.0
H 0.0 0.0 0.0
H 0.0 0.0 0.0
H 0.0 0.0 0.0
C 0.0 0.1 -0.1
H 0.0 0.1 0.0
H 0.0 0.0 0.0
H 0.0 0.0 0.0

***

[2]
This record from the OMol25 dataset describes a cluster of 7 separate species, C22H55BNO11P2 in total. The level of theory is ωB97M-V/def2-TZVPD.

Calculated values
HOMO-LUMO gap (eV): 6.025
E_HOMO (eV): -3.790
Strongest force on any atom (eV/Å): 1.68
Total charge: -1
DFT total energy (hartree): -2461.11383

Element x y z (Å)
H (-2.38204, 6.88007, 1.65437)
C (2.32442, -2.57497, -2.48271)
H (1.88275, -0.30225, -7.68108)
H (-3.81243, 5.91999, 2.04885)
C (-1.54317, 1.18687, -3.82546)
H (-1.93727, 3.52091, 7.12202)
H (0.98115, -0.21335, -0.41860)
O (-1.86984, 3.46285, 4.43028)
P (2.07538, -1.80001, 1.41139)
H (4.24663, -2.87763, 1.64170)
H (4.38026, -1.11658, 1.86526)
H (3.00323, -2.97085, 3.84415)
C (-4.21971, 7.63747, 0.80925)
H (-4.08774, -6.51519, 0.51025)
H (2.40522, -0.20728, -1.89410)
C (2.01753, -5.23591, 0.18588)
H (-2.23504, 1.98700, -3.55417)
C (1.91026, 0.08105, -6.65929)
H (1.92588, -3.47275, -2.95237)
H (-1.33082, -4.30923, -0.22160)
H (-2.12813, 0.26670, -3.91857)
H (1.89897, 0.16368, 2.94144)
P (2.22881, -0.84562, -0.61481)
H (5.34964, -4.36263, -0.02779)
O (-1.00991, 0.74791, -1.47896)
H (0.22903, 0.23174, -3.03089)
H (1.37858, -6.10875, 0.13234)
C (3.13722, 0.66272, 0.06234)
H (-4.43126, 8.32042, 1.63377)
H (-3.74260, 8.20466, 0.00655)
H (3.48122, -1.29239, 4.11635)
H (2.45252, -1.86579, -3.31169)
H (-2.82570, 2.34546, -0.66709)
H (4.72347, -2.54031, 3.95491)
H (2.03922, 2.15916, -7.23713)
H (-0.50293, 0.57478, 2.82803)
O (1.43526, -2.14980, -1.50446)
O (3.73301, -1.77435, -0.81576)
O (4.81174, -2.58290, -2.69812)
C (-3.01655, 3.59070, 5.25915)
H (-2.49269, -4.97290, 1.67396)
H (-1.66855, 2.52371, 4.34486)
H (-0.77504, -0.76722, 1.73864)
C (1.42033, 1.51692, -6.59943)
H (-1.09936, 1.41782, -4.79389)
H (-4.04778, 3.32076, 0.13870)
C (-2.12930, -5.67636, 0.91579)
H (-2.54278, 1.95684, 6.58867)
C (3.74730, -2.21233, 3.60587)
C (-3.25576, -6.05860, -0.02985)
C (3.66436, 1.68033, 0.44981)
C (-0.04331, -0.02391, 2.04340)
H (2.32759, 1.97672, -4.93600)
H (-5.16338, 7.25196, 0.42200)
H (1.29090, -0.55618, -6.02773)
C (-3.78464, 2.30285, -0.15167)
H (-3.38692, 0.40219, 0.79243)
C (3.78470, -2.00138, 2.08386)
O (-3.06182, 5.57843, 0.20353)
H (0.18059, 0.66035, 1.23481)
O (4.99252, -4.78748, -0.81537)
H (-4.54237, 1.92872, -0.84541)
H (-3.23794, 4.65629, 5.31769)
H (4.10071, 2.65125, 0.47785)
C (-3.32766, 6.49400, 1.26010)
C (5.90493, -2.16999, -2.14605)
C (1.24476, -0.63550, 2.58633)
C (-3.67425, 1.41542, 1.07231)
O (1.42567, 2.01890, -5.26914)
N (6.92696, -1.83546, -1.74973)
O (-1.02761, -5.10451, 0.22800)
H (0.10173, 1.95215, -2.65753)
H (0.39052, 1.58394, -6.94967)
O (2.66293, -5.10322, -1.09031)
C (-0.46854, 1.03180, -2.76339)
H (-4.63736, 1.36633, 1.59812)
H (-2.89603, -6.76257, -0.78089)
H (-1.48781, -0.08447, -1.53761)
C (3.65621, -2.77966, -1.75612)
H (2.93556, 0.00750, -6.29082)
H (-1.74707, -6.55853, 1.42832)
H (1.39247, -4.38168, 0.40133)
H (0.99956, -1.22970, 3.46620)
B (3.74435, -4.28296, -1.16278)
C (-2.78132, 3.02078, 6.64659)
H (2.76385, -5.34289, 0.97301)
H (-3.62977, -5.17822, -0.55767)
H (-3.66349, 3.14240, 7.27800)
H (-2.61657, 6.05812, -0.50102)
H (-2.90549, 2.78456, 2.23161)
O (-2.67107, 1.88997, 1.96227)
H (-3.86906, 3.08910, 4.78439)

Atomic forces in eV per Å
H 0.0 0.0 0.1
C -0.2 -0.2 -0.9
H 0.0 0.0 0.0
H 0.0 -0.1 0.0
C -0.1 0.0 0.1
H 0.0 0.0 0.0
H 0.0 0.0 0.0
O -0.1 0.2 0.1
P -0.6 -1.3 -0.1
H 0.0 0.0 -0.4
H 0.2 0.0 -0.2
H 0.0 -0.1 0.2
C 0.0 -0.1 0.0
H 0.0 0.0 0.0
H 0.2 -0.1 0.0
C 0.1 -0.4 -0.3
H 0.0 0.0 0.0
C 0.0 0.0 0.0
H 0.2 -0.3 0.2
H 0.2 0.1 0.0
H 0.0 0.0 0.0
H 0.1 0.1 -0.2
P -0.2 1.3 -0.2
H 0.4 0.2 -0.3
O -0.4 0.3 0.0
H 0.1 0.1 -0.1
H 0.0 -0.2 0.1
C -0.1 -0.4 0.2
H 0.0 0.0 0.0
H 0.0 0.0 0.0
H 0.0 0.1 0.1
H 0.1 0.4 0.1
H 0.0 -0.1 0.0
H 0.1 0.0 0.2
H -0.1 0.0 -0.1
H -0.2 0.0 0.1
O 0.1 0.1 0.3
O 0.3 -0.6 0.1
O 0.1 0.2 -0.1
C 0.1 -0.3 0.0
H 0.0 -0.1 0.1
H 0.0 0.0 -0.2
H 0.0 -0.1 -0.2
C 0.3 -0.1 0.1
H 0.0 0.0 0.0
H -0.1 0.0 0.0
C 0.0 0.3 -0.2
H -0.1 0.0 0.0
C 0.0 0.0 -0.5
C 0.0 0.0 0.0
C 0.0 0.2 -0.5
C 0.3 0.3 0.4
H 0.0 -0.1 0.1
H 0.0 0.0 0.0
H 0.0 0.0 0.0
C 0.0 0.0 0.0
H 0.1 0.0 0.1
C -0.3 0.6 0.8
O -0.2 0.1 0.1
H -0.2 0.0 -0.3
O -0.4 -0.1 0.7
H 0.0 0.0 0.0
H 0.0 0.0 0.0
H 0.1 -0.1 0.4
C 0.1 0.1 -0.2
C -1.4 -0.7 -0.7
C 0.2 0.1 0.0
C 0.0 0.3 0.0
O -0.1 0.1 -0.1
N 0.9 0.3 0.4
O -0.2 -0.3 0.0
H 0.0 0.0 0.0
H 0.0 0.1 0.0
O -0.3 0.5 -0.1
C 0.1 -0.3 0.0
H 0.0 -0.1 -0.1
H 0.0 0.0 0.0
H 0.1 -0.1 0.1
C -0.5 0.1 0.5
H 0.0 0.0 0.0
H 0.1 0.0 0.0
H 0.0 0.3 0.0
H 0.1 -0.1 0.1
B 0.8 0.0 0.0
C 0.1 0.0 0.0
H 0.0 -0.1 0.1
H 0.0 0.0 0.0
H 0.0 0.0 0.0
H 0.1 -0.1 0.0
H 0.2 0.1 -0.1
O -0.1 -0.2 0.2
H -0.1 0.1 0.1

***

Question: What is the DFT total energy in the second record?
Answer: -2461.11383 hartree

***

Question: Number 2 is which compound?
Answer: C22H55BNO11P2